Formula: C11H10ClMgNS
Source: the OMol25 dataset
Level of theory: the ωB97M-V functional and the def2-TZVPD basis

The geometry in XYZ format:
```
25
Properties=species:S:1:pos:R:3:forces:R:3:nbo_charge:R:1
C 0.880 -2.121 2.366 -0.95 0.07 -0.40 -0.500
C 0.945 -1.965 0.943 -0.16 0.18 -0.02 -0.397
C -0.391 -1.925 0.440 0.92 0.13 -0.19 -0.363
H 1.867 -1.958 0.343 -0.58 0.16 0.31 0.217
C -1.271 -2.060 1.532 0.14 0.08 0.66 -0.387
C -0.509 -2.199 2.723 0.59 -0.37 -0.60 -0.367
H -0.870 -2.428 3.723 -0.04 0.37 -0.29 0.214
H 1.711 -2.233 3.049 0.04 -0.06 -0.04 0.213
H -0.660 -1.872 -0.621 0.10 0.21 0.57 0.226
H -2.355 -2.026 1.472 0.15 -0.10 0.03 0.202
Mg 0.268 0.240 2.235 -0.13 -1.19 -0.21 1.759
Cl 1.384 2.083 1.591 -0.04 -0.07 0.08 -0.872
C 0.112 2.890 -3.013 -0.09 -0.89 -0.63 -0.361
C -1.123 2.248 -3.360 0.97 -0.31 -0.24 -0.373
C -0.811 1.009 -4.009 0.64 0.68 0.26 -0.376
H -2.125 2.640 -3.176 0.25 -0.12 0.01 0.169
C 0.615 0.886 -4.067 -0.49 0.81 0.33 -0.374
C 1.186 2.049 -3.452 -1.05 -0.13 -0.20 -0.364
H 2.251 2.262 -3.350 -0.28 -0.09 0.05 0.172
H 0.216 3.854 -2.514 -0.03 -0.29 -0.06 0.175
H -1.533 0.293 -4.406 0.17 0.15 0.14 0.167
H 1.169 0.060 -4.517 -0.14 0.18 0.16 0.168
S -0.030 -0.119 6.767 0.27 -0.40 1.65 -0.291
C -0.343 0.087 5.227 -0.85 1.12 -3.90 0.145
N -0.584 0.305 4.075 0.59 -0.14 2.50 -0.803
```
Positions in Å, forces in eV/Å.

Calculated total energy = -41864.4683 eV
Orbital gap = 0.178 hartree
Energy relative to the best compared isomer or geometry (same formula, charge and spin) = 0.00 kcal/mol
LUMO level = 0.1642 Ha
HOMO energy = -0.37 eV
Charge = -2